# 1
C36H62HgN3O5S7Si | wB97M-V/def2-TZVPD

XYZ file:
```
115
Properties=species:S:1:pos:R:3:lowdin_charge:R:1
Hg 0.085 -1.563 -1.085 0.868
C 1.374 -4.311 2.478 -0.571
C 2.461 -4.834 1.538 -0.529
S 2.247 -4.345 -0.195 0.807
C 3.894 -3.701 -0.575 -0.551
C 4.400 -2.517 0.253 -0.532
S 3.296 -1.080 0.234 0.802
C 3.079 -0.713 1.992 -0.564
C 2.598 -1.844 2.894 -0.528
S 1.000 -2.547 2.401 0.789
H 1.636 -4.594 3.502 0.072
H 0.427 -4.800 2.247 -0.001
H 2.464 -5.925 1.602 0.068
H 3.444 -4.500 1.869 0.052
H 3.832 -3.417 -1.628 0.059
H 4.629 -4.509 -0.507 0.069
H 5.376 -2.224 -0.146 0.066
H 4.570 -2.822 1.285 0.051
H 2.336 0.091 1.972 -0.019
H 3.999 -0.292 2.406 0.073
H 2.515 -1.442 3.907 0.061
H 3.331 -2.650 2.939 0.052
O -2.572 0.631 0.337 -0.135
H -1.652 0.866 0.563 -0.110
H -2.527 -0.321 0.183 -0.001
S -4.813 -7.129 -3.451 0.476
C -4.181 -6.042 -2.335 -1.102
S -2.789 -6.444 -1.387 0.917
C -2.795 -4.869 -0.620 -1.205
N -3.762 -4.117 -1.054 -0.004
N -4.531 -4.781 -2.008 -0.145
C -5.591 -3.994 -2.543 -0.184
C -6.712 -4.565 -3.138 -0.057
C -7.720 -3.746 -3.626 -0.103
C -7.628 -2.367 -3.533 -0.117
C -6.509 -1.806 -2.933 -0.090
C -5.496 -2.606 -2.436 -0.013
S -1.613 -4.457 0.534 0.415
H -6.790 -5.636 -3.216 0.028
H -8.588 -4.206 -4.084 0.093
H -8.417 -1.735 -3.921 0.089
H -6.413 -0.731 -2.845 0.100
H -4.630 -2.171 -1.963 0.104
C -1.500 2.385 -2.487 -0.183
O -0.348 1.642 -2.164 -0.227
H -1.867 2.020 -3.449 0.073
H -1.285 3.456 -2.591 0.062
H -2.292 2.241 -1.745 0.066
H -0.095 1.826 -1.236 -0.080
C -0.768 6.597 2.040 -0.034
C -1.246 5.344 1.309 -0.657
C -2.757 5.394 1.096 -0.034
C -0.538 5.199 -0.035 -0.040
O -1.016 4.217 2.137 -0.150
Si 0.315 3.247 2.306 -0.126
S 0.444 1.722 0.947 0.413
O 1.576 4.334 2.299 -0.165
C 2.922 4.188 2.721 -0.657
C 3.750 5.089 1.809 -0.037
C 3.007 4.668 4.171 -0.031
C 3.414 2.748 2.610 -0.063
O 0.275 2.767 3.896 -0.159
C -0.496 1.745 4.524 -0.654
C -1.893 1.651 3.919 -0.034
C 0.243 0.420 4.381 -0.054
C -0.584 2.153 5.993 -0.043
H -0.953 7.489 1.434 0.078
H 0.299 6.520 2.248 0.070
H -1.303 6.700 2.986 0.082
H -3.039 6.259 0.491 0.077
H -3.265 5.456 2.060 0.081
H -3.088 4.485 0.592 0.088
H -0.842 6.004 -0.710 0.085
H -0.795 4.243 -0.487 0.054
H 0.545 5.233 0.088 0.079
H 3.365 6.110 1.850 0.078
H 3.687 4.736 0.779 0.088
H 4.800 5.097 2.115 0.078
H 2.737 5.724 4.231 0.081
H 4.019 4.540 4.566 0.078
H 2.309 4.096 4.782 0.075
H 3.284 2.377 1.594 0.066
H 2.853 2.094 3.281 0.071
H 4.473 2.700 2.880 0.086
H -1.855 1.271 2.897 0.058
H -2.363 2.635 3.900 0.084
H -2.511 0.972 4.511 0.087
H 0.353 0.180 3.323 0.027
H -0.304 -0.394 4.862 0.088
H 1.234 0.498 4.837 0.082
H -1.086 3.118 6.083 0.082
H 0.419 2.244 6.415 0.077
H -1.141 1.410 6.568 0.078
C 3.196 -0.906 -5.379 -0.130
N 2.395 -0.138 -4.454 -0.251
C 2.912 -0.240 -3.104 -0.143
C 0.962 -0.438 -4.530 -0.178
C 0.585 -1.896 -4.357 -0.269
C 0.429 -2.677 -5.504 -0.087
C 0.112 -4.024 -5.436 -0.113
C -0.054 -4.616 -4.193 -0.106
C 0.092 -3.847 -3.045 -0.184
C 0.418 -2.483 -3.096 -0.258
H 4.221 -0.526 -5.370 0.073
H 2.801 -0.801 -6.392 0.076
H 3.229 -1.983 -5.144 0.083
H 3.939 0.134 -3.071 0.079
H 2.911 -1.275 -2.726 0.046
H 2.307 0.359 -2.423 0.066
H 0.613 -0.103 -5.514 0.111
H 0.460 0.168 -3.775 0.086
H 0.545 -2.205 -6.476 0.096
H -0.026 -4.598 -6.345 0.088
H -0.325 -5.662 -4.113 0.094
H -0.081 -4.322 -2.084 0.023
```

Computed properties:
M: 1070.05 Da
Total charge: -2
E_tot: -5179.88926 Ha
Maximum force: 0.70 eV Å⁻¹
2S+1: 2
Gap between HOMO and LUMO (spin up / spin down): 0.1920 / 0.2334 Ha



# 2
C8H22NSi | wB97M-V/def2-TZVPD

XYZ file:
```
32
Properties=species:S:1:pos:R:3:nbo_charge:R:1
C -0.735 2.774 -1.597 -0.626
C -1.183 -0.873 1.350 -0.462
C -2.769 0.765 0.692 -0.408
C -2.630 -1.423 -0.488 -0.426
C 4.006 0.168 -0.106 -1.263
C 4.114 -2.420 1.687 -1.201
C -1.299 1.352 -1.774 -0.433
C -0.743 0.315 -0.723 -0.190
N -1.871 -0.342 0.210 -0.230
Si 2.967 -0.931 1.049 0.926
H 0.213 2.633 -1.920 0.220
H -0.907 3.270 -0.667 0.219
H -1.002 3.277 -2.494 0.240
H -1.876 -1.027 2.203 0.227
H -0.536 -1.804 1.263 0.262
H -0.421 -0.310 1.777 0.252
H -3.160 0.567 1.708 0.247
H -2.228 1.730 0.822 0.237
H -3.393 0.965 -0.096 0.223
H -3.063 -2.180 0.058 0.245
H -3.480 -0.984 -1.005 0.228
H -2.102 -1.969 -1.282 0.246
H 4.863 -0.377 -0.583 0.261
H 3.420 0.866 -0.755 0.245
H 4.651 1.000 0.421 0.283
H 4.562 -3.022 0.936 0.256
H 5.112 -2.193 2.115 0.262
H 3.658 -3.012 2.522 0.243
H -0.897 0.911 -2.726 0.235
H -2.375 1.394 -1.806 0.209
H -0.009 0.864 -0.129 0.238
H -0.210 -0.623 -1.187 0.234
```

Computed properties:
M: 160.36 Da
Total charge: +1
E_tot: -661.85466 Ha
Maximum force: 4.36 eV Å⁻¹
Gap between HOMO and LUMO: 0.2833 Ha



# 3
H2O5SSi | wB97M-V/def2-TZVPD

XYZ file:
```
9
Properties=species:S:1:pos:R:3:nbo_charge:R:1
O -1.951 -1.261 -0.185 -0.889
O -2.200 1.167 -0.514 -0.870
O 1.857 -0.860 0.060 -1.096
O -0.091 -0.017 -1.214 -1.007
O -0.506 0.124 1.072 -1.014
Si 0.833 0.366 0.091 2.012
S -1.432 0.012 -0.268 2.523
H 2.094 -1.349 0.912 0.530
H 1.397 1.817 0.045 -0.189
```

Computed properties:
M: 142.16 Da
E_tot: -1065.17200 Ha
Maximum force: 3.39 eV Å⁻¹
Gap between HOMO and LUMO: 0.4404 Ha



Asked for ΔE to the lowest compared entry with this formula, charge and spin across the records above, the calculation gives 8.2; 67.0; 3.6 kcal per mole in order.